No. 1
64
Properties=species:S:1:pos:R:3:forces:R:3:nbo_charge:R:1 method="wB97M-V/def2-TZVPD" lumo_ev=-5.59 de_lowest_kcal_mol=17.65 total_charge=+1 homo_ev=-9.33 orbital_gap_ev=3.74 multiplicity=1
C 1.1871 2.4652 -1.8071 0.121 -0.227 0.248 -0.381
C 1.6754 2.6720 -0.3419 0.280 0.074 -0.776 -0.414
C 0.4378 3.0578 0.3883 -1.249 0.322 -0.427 -0.347
C -0.6032 3.3523 -0.4569 1.829 -0.447 0.583 0.231
N -1.8315 3.8229 -0.1207 -1.186 -0.118 0.232 -0.432
C -2.0867 4.1279 1.2939 -0.173 0.617 -0.443 -0.239
C -3.5837 4.2958 1.5498 0.006 0.299 -0.183 -0.076
O -4.1728 5.2220 0.6316 0.293 -0.905 -0.215 -0.519
C -4.0433 4.7511 -0.7133 0.033 0.193 0.223 -0.077
C -2.5812 4.6050 -1.1165 0.153 0.447 0.444 -0.238
C -0.2038 3.1235 -1.9055 0.230 0.204 -0.097 -0.450
H 1.8895 2.9019 -2.5256 -0.155 -0.245 0.081 0.214
H 1.0973 1.3897 -2.0094 0.056 0.301 -0.078 0.181
H 2.1697 1.7774 0.0559 -0.002 0.037 -0.039 0.179
H 2.4282 3.4771 -0.3409 -0.116 -0.184 0.240 0.202
H 0.4186 3.1683 1.4676 -0.040 0.102 -0.175 0.206
H -1.7072 3.3144 1.9230 -0.004 0.149 -0.200 0.208
H -1.5906 5.0762 1.5827 0.076 -0.359 -0.086 0.189
H -4.0662 3.2999 1.4916 -0.088 0.430 -0.011 0.163
H -3.7451 4.7587 2.5329 0.054 -0.422 -0.169 0.204
H -4.5497 3.7761 -0.8551 -0.038 0.374 0.206 0.165
H -4.5175 5.5348 -1.3199 0.072 -0.451 -0.007 0.206
H -2.1526 5.6249 -1.2019 -0.038 -0.344 -0.052 0.184
H -2.5299 4.1130 -2.0946 0.059 0.123 0.248 0.214
H -0.1204 4.0696 -2.4628 -0.188 -0.126 0.232 0.217
H -0.9095 2.4945 -2.4637 0.013 0.126 0.206 0.213
C 4.3545 -1.9084 5.9555 0.250 0.123 -0.019 -0.657
C 3.2284 -2.0555 4.9819 -0.273 -0.033 0.077 0.126
C 1.9297 -2.3141 5.4436 -0.204 -0.016 -0.008 -0.239
C 0.8761 -2.4246 4.5602 -0.079 -0.019 -0.216 -0.072
C 1.0618 -2.2792 3.1485 0.439 -0.160 0.445 -0.204
C -0.0869 -2.3557 2.3245 0.338 -0.002 -0.293 0.140
C -0.2485 -2.0614 0.9483 -0.220 0.168 -0.245 -0.189
C 0.6992 -1.3802 0.1329 0.075 -0.030 -0.368 -0.111
C 0.4910 -1.2279 -1.2291 0.118 -0.064 0.351 -0.208
C -0.7022 -1.6845 -1.7992 -0.099 -0.347 -1.321 0.415
O -0.9202 -1.5641 -3.1750 0.064 0.333 1.375 -0.510
C -0.4482 -2.5928 -4.0111 0.179 -0.497 0.017 0.273
C -1.3780 -3.5001 -4.5215 0.451 0.105 0.253 -0.252
C -0.9158 -4.5761 -5.2801 0.057 0.221 -0.058 -0.186
C 0.4486 -4.7063 -5.5548 0.007 0.064 0.088 -0.210
C 1.3586 -3.7631 -5.0682 -0.161 0.139 0.025 -0.188
C 0.9133 -2.6866 -4.2964 -0.426 -0.229 0.017 -0.263
C -1.7144 -2.2427 -1.0089 0.047 0.002 -0.110 -0.271
C -1.4773 -2.4464 0.3308 -0.102 0.074 0.233 -0.070
C 2.4056 -2.1114 2.6950 -0.045 0.154 0.214 -0.033
C 3.4435 -1.9649 3.6015 -0.108 -0.022 -0.466 -0.253
H 5.2540 -1.5460 5.4488 -0.124 -0.078 0.168 0.233
H 4.0929 -1.2037 6.7547 0.015 -0.151 -0.176 0.247
H 4.5944 -2.8665 6.4362 -0.114 0.152 -0.139 0.253
H 1.7719 -2.4226 6.5166 -0.080 0.027 -0.283 0.239
H -0.1308 -2.6202 4.9292 0.227 0.089 -0.024 0.227
H -0.9861 -2.7224 2.8232 0.122 0.119 -0.056 0.223
H 1.5999 -0.9569 0.5664 -0.272 -0.021 -0.116 0.228
H 1.2400 -0.7609 -1.8652 -0.224 -0.055 0.230 0.241
H -2.4317 -3.3583 -4.2944 0.177 -0.091 -0.061 0.230
H -1.6348 -5.3041 -5.6579 0.268 0.192 0.052 0.229
H 0.8047 -5.5444 -6.1555 -0.106 0.251 0.195 0.229
H 2.4238 -3.8486 -5.2837 -0.311 -0.045 -0.013 0.227
H 1.5913 -1.9276 -3.9125 -0.053 -0.219 -0.123 0.221
H -2.6550 -2.5160 -1.4838 0.243 -0.024 0.172 0.254
H -2.2462 -2.9174 0.9432 0.176 0.080 -0.124 0.229
H 2.6270 -2.1283 1.6318 0.023 -0.013 0.313 0.215
H 4.4571 -1.7819 3.2433 -0.275 -0.151 0.012 0.236


No. 2
68
Properties=species:S:1:pos:R:3:forces:R:3:nbo_charge:R:1 method="wB97M-V/def2-TZVPD" lumo_ev=-2.24 de_lowest_kcal_mol=43.22 total_charge=0 homo_ev=-5.21 orbital_gap_ev=2.97 multiplicity=1
C -2.6091 -5.6461 -3.0683 0.210 0.441 -0.261 -0.262
O -2.0524 -4.4570 -3.6867 -0.060 0.189 0.817 -0.473
C -1.8479 -3.3696 -2.9010 -0.071 0.030 0.167 0.378
C -1.2860 -2.2239 -3.5249 -0.351 -0.800 -0.019 -0.277
C -1.0519 -1.0956 -2.7882 -0.010 0.305 0.468 -0.080
C -1.4478 -1.0049 -1.4211 0.170 -0.693 -0.198 -0.183
C -1.2928 0.2304 -0.7504 -0.338 0.107 -0.088 0.098
C -2.0982 0.7122 0.3040 -0.211 0.113 0.443 -0.113
C -1.7029 1.9184 0.9557 -0.124 -0.013 -0.337 -0.103
C -2.4030 2.4212 2.0193 -0.592 -0.272 0.479 -0.280
C -3.5013 1.6870 2.5395 0.363 -0.232 0.387 0.395
O -3.9494 2.0525 3.7671 -0.380 -0.214 -0.913 -0.470
C -5.0780 1.3377 4.3204 0.368 0.233 -0.125 -0.261
C -4.0088 0.5721 1.8312 0.148 0.188 0.173 -0.327
C -3.3177 0.1027 0.7331 0.286 0.125 -0.053 -0.119
C -1.9696 -2.1777 -0.8058 0.016 0.393 -0.029 -0.106
C -2.1606 -3.3419 -1.5178 -0.006 -0.199 -0.565 -0.282
H -2.5979 -6.3865 -3.8691 -0.054 0.061 0.236 0.213
H -1.9914 -5.9841 -2.2232 -0.120 0.105 -0.319 0.191
H -3.6393 -5.4628 -2.7297 0.285 -0.021 -0.120 0.186
H -1.0715 -2.2775 -4.5905 0.073 0.019 0.274 0.240
H -0.6075 -0.2159 -3.2538 -0.059 -0.242 0.069 0.230
H -0.5295 0.9098 -1.1320 -0.069 -0.088 0.048 0.243
H -0.8208 2.4403 0.5912 -0.020 -0.151 0.157 0.261
H -2.1184 3.3443 2.5205 0.013 -0.325 -0.046 0.241
H -5.3174 1.8910 5.2279 -0.070 -0.181 -0.111 0.214
H -5.9332 1.3420 3.6314 0.209 0.086 0.193 0.185
H -4.7991 0.3041 4.5649 -0.027 0.246 -0.069 0.191
H -4.9205 0.0774 2.1694 0.362 0.113 -0.198 0.230
H -3.7208 -0.7431 0.1825 0.047 0.244 0.090 0.224
H -2.2004 -2.1691 0.2590 0.243 -0.019 -0.288 0.227
H -2.5615 -4.2335 -1.0271 0.235 0.456 -0.147 0.223
C 0.6737 4.5323 2.5005 -0.137 0.175 0.591 -0.619
C 1.7167 4.1495 1.4961 -0.110 -0.359 -0.361 -0.076
O 1.3966 2.8070 1.0533 0.191 0.949 0.121 -0.543
C 2.4626 2.1787 0.5019 1.135 -1.568 -0.036 0.781
C 2.2489 0.7479 0.2151 -1.454 0.904 1.780 -0.479
C 1.4087 -0.0483 1.1085 0.366 0.617 -1.799 0.764
O 0.9185 -1.1345 0.8027 0.030 -0.348 0.547 -0.725
O 1.1794 0.5141 2.3162 -0.404 -0.608 0.834 -0.531
C 0.5737 -0.3804 3.2804 0.228 0.262 -0.542 -0.075
C -0.0611 0.4796 4.3292 -0.182 0.187 0.470 -0.621
C 2.9917 0.1140 -0.8152 1.010 -0.764 -1.708 0.052
C 3.2214 -1.3018 -0.8732 -0.086 0.931 0.203 -0.212
C 3.8925 -1.8849 -1.9256 0.281 0.456 -1.158 -0.273
C 4.3170 -1.1012 -3.0304 -0.477 0.853 0.839 0.271
O 4.8133 -1.7532 -4.1203 0.368 0.324 -1.045 -0.509
C 5.0562 -0.9692 -5.3216 -0.133 -0.573 1.006 -0.254
C 4.1838 0.3075 -2.9610 0.140 -1.077 -0.231 -0.319
C 3.5497 0.8881 -1.8760 -0.293 -0.487 0.601 -0.213
O 3.5174 2.7703 0.3138 -0.603 0.206 -0.153 -0.660
H 0.7525 5.5994 2.7271 -0.070 -0.068 -0.005 0.211
H -0.3423 4.3209 2.1563 0.193 0.118 -0.062 0.189
H 0.8475 3.9815 3.4332 -0.189 0.053 -0.161 0.212
H 1.7239 4.8170 0.6199 0.087 -0.185 0.280 0.177
H 2.7114 4.1432 1.9514 -0.154 0.104 -0.228 0.209
H -0.1725 -1.0069 2.7785 0.258 0.041 0.109 0.195
H 1.3694 -1.0215 3.6905 -0.271 0.098 -0.105 0.179
H -0.4407 -0.1596 5.1324 0.049 0.126 0.041 0.204
H 0.6510 1.2014 4.7489 -0.138 -0.198 -0.057 0.214
H -0.9092 1.0335 3.9164 0.127 -0.004 0.016 0.201
H 2.8604 -1.9318 -0.0642 0.070 0.182 -0.206 0.226
H 4.0743 -2.9580 -1.9514 -0.094 0.181 -0.029 0.212
H 5.3326 -1.7074 -6.0747 -0.012 0.157 0.043 0.194
H 4.1499 -0.4285 -5.6327 0.210 -0.135 0.131 0.178
H 5.8823 -0.2604 -5.1670 -0.206 -0.154 -0.050 0.178
H 4.5709 0.9372 -3.7647 -0.161 -0.178 0.288 0.208
H 3.4847 1.9705 -1.8218 -0.034 -0.222 -0.074 0.222


No. 3
71
Properties=species:S:1:pos:R:3:forces:R:3:lowdin_spin:R:1 method="wB97M-V/def2-TZVPD" lumo_ev="-5.07 / -6.81" total_charge=+2 homo_ev="-13.08 / -14.17" orbital_gap_ev="8.01 / 7.36" multiplicity=3
Pt -0.4357 -0.9114 -0.2657 -0.022 0.070 -0.041 1.175
O -1.5823 0.3926 0.8902 -0.034 -0.057 -0.016 0.069
As -3.0103 1.0326 0.2124 -0.049 -0.048 -0.008 0.020
C -4.2061 -0.4112 -0.1344 0.004 -0.023 -0.034 0.006
C -3.8965 -1.6768 0.3503 0.017 -0.007 -0.002 0.018
C -4.7804 -2.7249 0.1398 -0.034 0.004 -0.018 0.003
C -5.9665 -2.5023 -0.5466 0.013 -0.002 0.004 0.000
C -6.2765 -1.2345 -1.0230 0.006 0.004 -0.001 0.003
C -5.3978 -0.1823 -0.8169 0.017 0.014 0.014 0.000
C -3.7331 2.2469 1.4751 0.043 0.031 0.020 0.005
C -4.4293 3.3731 1.0470 -0.025 -0.021 0.027 0.001
C -4.9915 4.2179 1.9929 0.000 0.002 -0.011 0.000
C -4.8542 3.9347 3.3444 0.009 -0.021 0.014 0.000
C -4.1575 2.8073 3.7637 -0.012 0.020 -0.006 0.000
C -3.5941 1.9542 2.8292 0.005 0.030 0.001 0.001
C -2.5853 1.9309 -1.4087 0.018 0.061 0.020 0.005
C -1.9560 3.1726 -1.3250 -0.024 -0.013 -0.053 0.000
C -1.5519 3.8106 -2.4864 -0.002 0.011 -0.018 0.001
C -1.7783 3.2120 -3.7208 -0.002 -0.001 0.012 0.000
C -2.4043 1.9755 -3.8000 -0.006 -0.001 -0.001 0.001
C -2.8104 1.3270 -2.6417 0.052 -0.014 -0.005 0.006
H -2.9793 -1.8373 0.9067 0.001 0.005 0.012 0.013
H -4.5528 -3.7109 0.5225 -0.002 -0.002 0.002 0.000
H -6.6586 -3.3186 -0.7041 0.000 0.002 0.002 0.000
H -7.2056 -1.0640 -1.5496 0.001 -0.003 0.002 0.000
H -5.6476 0.8074 -1.1826 0.000 -0.003 0.000 0.000
H -4.5347 3.5961 -0.0077 0.000 0.004 -0.009 0.000
H -5.5346 5.0971 1.6738 0.001 -0.004 0.002 0.000
H -5.2935 4.5969 4.0785 0.001 -0.001 -0.003 0.000
H -4.0557 2.5941 4.8192 -0.001 0.004 -0.005 0.000
H -3.0460 1.0770 3.1494 0.003 -0.003 -0.006 0.000
H -1.7966 3.6465 -0.3633 0.002 0.002 0.009 0.000
H -1.0754 4.7806 -2.4313 -0.002 -0.008 -0.004 0.000
H -1.4762 3.7203 -4.6271 0.001 -0.004 0.004 0.000
H -2.5887 1.5209 -4.7643 0.003 0.006 0.004 0.000
H -3.3027 0.3639 -2.7031 -0.016 0.001 0.010 0.001
C -0.1012 -3.2369 2.5726 -0.005 0.011 0.010 0.036
Te 0.7860 -1.3682 2.1121 0.065 -0.028 0.084 0.327
C 2.5939 -2.1908 1.3765 0.004 0.006 -0.005 0.027
H -0.1422 -3.8436 1.6723 0.001 -0.011 -0.007 0.004
H -1.1010 -3.0509 2.9567 -0.004 -0.003 -0.006 0.000
H 0.5006 -3.7223 3.3370 -0.001 -0.005 0.002 0.008
H 3.1674 -2.5812 2.2134 -0.002 -0.004 -0.009 0.007
H 3.1493 -1.3919 0.8901 0.002 -0.010 0.007 0.000
H 2.3594 -2.9778 0.6649 0.002 0.008 -0.006 0.002
C -0.2651 -5.3873 -3.1064 0.007 0.020 -0.011 0.000
N 0.3815 -4.0773 -3.2699 -0.004 0.013 0.043 0.000
C 1.1208 -3.8162 -4.5129 -0.013 -0.013 0.030 0.000
C 0.3210 -3.1873 -2.3307 0.114 -0.052 -0.080 0.013
N 0.3067 -2.3982 -1.4803 -0.131 0.063 0.012 0.059
H -0.9365 -5.5606 -3.9457 -0.007 0.002 -0.002 0.000
H -0.8367 -5.4013 -2.1827 0.004 0.003 0.004 0.000
H 0.4922 -6.1697 -3.0782 0.004 0.005 -0.001 0.000
H 0.4327 -3.8213 -5.3570 -0.007 -0.005 0.003 0.000
H 1.8727 -4.5916 -4.6515 0.005 0.000 0.004 0.000
H 1.6122 -2.8493 -4.4526 -0.009 0.007 0.005 0.000
N 4.6408 3.8041 -2.4710 -0.008 -0.018 0.034 0.000
C 3.9665 3.7279 -1.3009 -0.024 0.043 -0.027 0.000
O 4.1525 4.4588 -0.3554 0.014 -0.005 -0.007 -0.001
C 2.9290 2.6296 -1.1838 0.044 -0.006 -0.003 -0.003
C 2.9675 1.4366 -1.8925 -0.008 0.007 -0.038 0.005
C 2.0039 0.4777 -1.6410 -0.038 0.026 -0.001 0.012
N 1.0324 0.6653 -0.7438 0.015 -0.021 0.034 0.152
C 0.9876 1.8169 -0.0570 0.044 -0.065 -0.039 0.011
C 1.9216 2.8128 -0.2472 -0.016 0.014 0.024 0.005
H 5.3044 4.5554 -2.5750 0.002 0.003 0.004 0.000
H 4.3384 3.3251 -3.2994 0.000 -0.005 -0.002 0.000
H 3.7491 1.2242 -2.6095 -0.005 -0.001 0.006 0.001
H 2.0056 -0.4721 -2.1587 0.002 -0.009 0.014 0.002
H 0.1868 1.9062 0.6636 -0.017 -0.002 0.015 0.001
H 1.8960 3.7214 0.3386 0.002 -0.002 -0.007 0.001


No. 4
72
Properties=species:S:1:pos:R:3:forces:R:3:mulliken_charge:R:1 method="wB97M-V/def2-TZVPD" lumo_ev=0.07 de_lowest_kcal_mol=16.40 total_charge=0 homo_ev=-7.46 orbital_gap_ev=7.53 multiplicity=1
Be 0.4590 1.0603 -0.6300 -0.109 -0.048 0.272 0.235
S 0.7434 3.0110 0.2929 -0.004 -0.024 -0.235 -0.342
C -0.6448 2.2867 0.9967 -0.210 0.016 0.126 0.596
C -1.4927 2.8209 1.9830 0.011 -0.004 -0.163 -0.919
C -2.6294 2.1241 2.3168 0.009 -0.036 -0.068 -0.242
C -2.9289 0.9098 1.6798 -0.077 0.092 0.145 -0.962
C -2.0443 0.4257 0.7511 0.146 -0.139 -0.115 -0.248
N -0.9040 1.0674 0.4611 0.023 0.343 0.087 0.152
H -1.2473 3.7792 2.4217 -0.043 -0.052 -0.004 0.538
H -3.3117 2.5237 3.0599 0.043 -0.012 -0.038 0.449
H -3.8414 0.3697 1.8942 0.042 0.032 -0.016 0.501
H -2.2248 -0.4957 0.2090 0.031 0.035 0.012 0.575
C 0.2013 3.2755 -6.1067 -0.021 0.008 0.038 -1.194
C 0.6770 3.4064 -4.6687 -0.110 -0.174 -0.028 0.568
C 1.9606 2.6376 -4.4175 -0.028 0.032 0.036 -1.197
O -0.3797 3.0905 -3.7259 0.121 -0.046 0.021 -0.436
P -1.1368 1.7529 -3.3202 -0.122 0.170 -0.168 0.808
S -2.6498 2.2382 -2.2118 0.057 -0.130 0.028 -0.488
S 0.1948 0.3895 -2.5339 -0.057 0.104 -0.125 -0.345
O -1.5209 1.1921 -4.7746 0.190 -0.197 -0.024 -0.322
C -2.0487 -0.0912 -5.2005 -0.006 0.060 0.197 0.440
C -3.0314 -0.6960 -4.2115 0.097 0.091 0.048 -1.241
C -0.9194 -1.0438 -5.5508 0.030 0.068 0.011 -1.168
H 0.9047 3.7961 -6.7618 -0.035 -0.036 0.026 0.477
H -0.7872 3.7204 -6.2268 0.051 -0.006 0.004 0.326
H 0.1495 2.2294 -6.4072 -0.015 0.025 -0.011 0.116
H 0.8521 4.4585 -4.4540 0.013 0.102 0.026 0.237
H 1.8360 1.5796 -4.6441 0.020 -0.016 0.001 0.235
H 2.2809 2.7328 -3.3790 -0.023 -0.016 -0.039 0.225
H 2.7410 3.0451 -5.0666 -0.045 -0.021 0.045 0.458
H -2.5783 0.1651 -6.1160 -0.099 0.053 -0.072 0.228
H -2.5124 -1.0046 -3.3000 -0.053 0.002 -0.036 0.166
H -3.4993 -1.5721 -4.6669 0.035 0.027 0.020 0.471
H -3.8013 0.0236 -3.9369 0.007 -0.033 -0.017 0.337
H -0.3697 -1.3379 -4.6581 0.015 -0.014 0.005 0.225
H -0.2240 -0.5787 -6.2523 -0.036 -0.024 0.022 0.271
H -1.3396 -1.9389 -6.0157 0.032 0.033 -0.004 0.454
S 2.0793 -0.1749 0.1152 -0.101 -0.206 -0.025 -0.563
Sb 1.1429 -0.8990 2.0690 0.404 -0.111 0.080 1.346
C 2.6577 -2.1913 2.7984 -0.116 -0.021 0.044 0.627
C 2.3332 -3.4542 3.2873 0.037 0.095 0.022 -0.283
C 3.3444 -4.3415 3.6376 -0.041 0.033 0.011 -0.635
C 4.6727 -3.9658 3.5023 0.016 0.030 -0.009 -0.455
C 4.9966 -2.7034 3.0190 -0.005 0.006 0.011 -0.665
C 3.9925 -1.8154 2.6612 -0.098 -0.069 0.037 -0.596
C -0.4834 -2.2224 1.8424 0.126 0.182 -0.102 0.526
C -1.5400 -2.3392 2.7379 -0.002 -0.157 -0.040 -0.428
C -2.5483 -3.2600 2.4839 -0.007 0.007 -0.007 -0.804
C -2.4972 -4.0560 1.3466 0.042 0.018 -0.027 -0.401
C -1.4382 -3.9351 0.4547 -0.044 -0.016 0.023 -0.768
C -0.4280 -3.0154 0.6989 -0.065 0.020 0.022 -0.622
C 0.8449 0.6840 3.4309 -0.092 -0.206 -0.072 1.047
C -0.1925 0.7257 4.3585 0.133 0.067 0.046 -0.513
C -0.2867 1.8063 5.2245 0.021 -0.034 -0.009 -0.669
C 0.6462 2.8336 5.1580 -0.001 -0.013 -0.036 -0.530
C 1.6696 2.7926 4.2199 -0.031 0.013 0.038 -0.648
C 1.7725 1.7166 3.3494 -0.050 0.023 0.040 -0.815
H 1.2957 -3.7533 3.3882 0.019 -0.023 -0.027 0.389
H 3.0926 -5.3276 4.0086 0.003 0.036 -0.007 0.388
H 5.4603 -4.6610 3.7665 -0.026 0.029 -0.003 0.377
H 6.0342 -2.4140 2.9072 -0.031 -0.011 0.009 0.375
H 4.2467 -0.8442 2.2547 0.022 0.003 -0.023 0.333
H -1.5931 -1.7320 3.6300 -0.016 -0.008 -0.032 0.428
H -3.3792 -3.3493 3.1731 0.035 -0.015 -0.013 0.429
H -3.2857 -4.7733 1.1539 0.020 0.039 0.003 0.395
H -1.4006 -4.5517 -0.4349 -0.007 0.025 0.031 0.431
H 0.3900 -2.9024 -0.0060 -0.040 -0.001 0.008 0.456
H -0.9331 -0.0594 4.4086 0.019 0.033 0.027 0.185
H -1.0944 1.8494 5.9451 0.030 -0.005 -0.017 0.438
H 0.5683 3.6750 5.8361 0.005 -0.024 -0.034 0.391
H 2.3821 3.6052 4.1549 -0.021 -0.024 -0.004 0.396
H 2.5453 1.7006 2.5895 -0.016 0.020 0.025 0.451